(1)
DFT (ωB97M-V/def2-TZVPD) results for a 2-piece molecular cluster, C5H14 overall at a distorted geometry.

Each line ends with the natural charge from an NBO analysis.
CARTESIAN COORDINATES (ANGSTROEM)
1 C 1.595 2.340 -0.117  -0.596
2 C 1.194 0.839 0.144  -0.387
3 C 1.258 0.259 1.620  -0.620
4 H 1.450 2.550 -1.229  0.204
5 H 0.807 3.010 0.342  0.202
6 H 2.563 2.566 0.075  0.200
7 H 1.836 0.282 -0.396  0.188
8 H 0.296 0.657 -0.330  0.190
9 H 0.518 0.718 2.276  0.204
10 H 2.246 0.425 1.964  0.203
11 H 1.174 -0.878 1.794  0.212
12 C -1.984 -1.409 -1.478  -0.613
13 C -1.647 -1.803 -0.064  -0.612
14 H -2.049 -2.219 -2.175  0.206
15 H -3.044 -0.886 -1.481  0.201
16 H -1.205 -0.686 -1.872  0.203
17 H -2.678 -1.814 0.612  0.189
18 H -1.381 -2.820 -0.144  0.209
19 H -0.950 -1.130 0.459  0.217

Output
* orbital gap: 12.2 eV
* SMILES: CCC.CC
* 2S+1: 1
* lowest unoccupied orbital energy: 1.0914 eV

---

(2)
DFT (ωB97M-V/def2-TZVPD) results for one molecule with the formula C3H4N2S at a distorted geometry.

Each line ends with the natural charge from an NBO analysis.
CARTESIAN COORDINATES (ANGSTROEM)
1 C -0.800 0.379 0.081  -0.360
2 C -1.468 0.410 -1.338  -0.032
3 C 0.289 -0.145 0.389  0.383
4 N -0.833 0.242 -2.417  -0.489
5 N 1.509 -0.577 0.358  -0.697
6 S 0.700 0.121 -2.869  -0.114
7 H -1.635 0.601 0.652  0.269
8 H -2.470 0.555 -1.172  0.186
9 H 2.135 0.093 0.787  0.423
10 H 1.559 -1.621 0.377  0.432

Output
* orbital gap (alpha / beta): 5.9 / 5.9 eV
* 2S+1: 1
* lowest unoccupied orbital energy (alpha / beta): -0.5354 / -0.5351 eV

---

E_tot for the records above, in order: -198.8340, -624.2266 a.u.
Relative energy (zero: lowest compared OMol25 entry of this formula, charge and spin) for the records above, in order: 1.5012, 5.4199 eV